Arrangement A

{
  "formula": "H3N2PS",
  "method": "wB97M-V/def2-TZVPD",
  "mol_weight_g_mol": 94.1,
  "orbital_gap_ev": 8.44,
  "e_lumo_ev": 0.22,
  "smiles": "N/N=P/S",
  "total_charge": 0,
  "species": ["N", "N", "P", "S", "H", "H", "H"],
  "xyz": [[-1.5979, 0.1994, -0.3822], [-0.3067, 0.2361, -0.0548], [0.6368, -0.9617, 0.2628], [2.3879, 0.4378, 0.1835], [-2.2147, -0.5275, -0.3272], [-2.1036, 1.0972, -0.2447], [3.1981, -0.4814, 0.5625]],
  "nbo_charge": [-0.5947, -0.6453, 0.7376, -0.3171, 0.3492, 0.3659, 0.1045]
}

Arrangement B

{
  "formula": "H3N2PS",
  "method": "wB97M-V/def2-TZVPD",
  "mol_weight_g_mol": 94.1,
  "orbital_gap_ev": 7.90,
  "e_lumo_ev": -0.36,
  "total_charge": 0,
  "species": ["N", "N", "P", "S", "H", "H", "H"],
  "xyz": [[-2.0178, -0.0814, 0.2641], [-3.2078, 0.1408, 0.3701], [-0.5545, -0.1297, -0.1642], [2.8478, -0.4616, 0.3180], [-3.6787, 1.0132, 0.2753], [4.0952, -0.1150, -0.0710], [2.5158, -0.3662, -0.9924]],
  "nbo_charge": [-0.4110, -0.4734, 0.5170, -0.2881, 0.3698, 0.1435, 0.1422]
}

Most stable: arrangement A. Least stable: arrangement B.

Arrangement A

{
  "formula": "C5H10N4",
  "method": "wB97M-V/def2-TZVPD",
  "mol_weight_g_mol": 126.2,
  "orbital_gap_ev": [7.66, 7.66],
  "e_lumo_ev": [0.54, 0.54],
  "smiles": "[H]/N=C(\\N)N(C)C(N)=C=C",
  "total_charge": 0,
  "species": ["H", "N", "C", "N", "N", "C", "C", "N", "C", "C", "H", "H", "H", "H", "H", "H", "H", "H", "H"],
  "xyz": [[2.1315, -0.3071, -2.1685], [1.2575, 0.1075, -1.8517], [0.8332, -0.5351, -0.8069], [1.2542, -1.8519, -0.5355], [-0.6024, -0.2252, -0.4376], [-1.6198, 0.0900, -1.4236], [-0.5235, 0.2899, 0.7886], [-1.5416, 0.4842, 1.6478], [0.8473, 0.4244, 1.0521], [1.5991, 1.2327, 1.7793], [0.8664, -2.2315, 0.3188], [1.1295, -2.4732, -1.3258], [-2.6199, -0.0733, -1.0114], [-1.5333, 1.1213, -1.7756], [-1.4966, -0.5768, -2.2768], [-1.3513, 1.0053, 2.4887], [-2.4955, 0.3701, 1.3434], [2.6784, 1.1218, 1.7924], [1.1866, 2.0268, 2.4024]],
  "nbo_charge": [0.3396, -0.8078, 0.5649, -0.8660, -0.4046, -0.4197, 0.4454, -0.7759, -0.2340, -0.3971, 0.3726, 0.3716, 0.1901, 0.2156, 0.2306, 0.4116, 0.3980, 0.2014, 0.1635]
}

Arrangement B

{
  "formula": "C5H10N4",
  "method": "wB97M-V/def2-TZVPD",
  "mol_weight_g_mol": 126.2,
  "orbital_gap_ev": [7.48, 7.29],
  "e_lumo_ev": [0.00, -0.05],
  "total_charge": 0,
  "species": ["C", "N", "C", "C", "N", "C", "C", "N", "N", "H", "H", "H", "H", "H", "H", "H", "H", "H", "H"],
  "xyz": [[0.5689, -1.5570, -0.1255], [0.0129, -0.2578, -0.4583], [-2.0828, -0.5175, -0.0986], [0.0584, 0.8246, 0.1891], [-2.8784, 0.5659, -0.1242], [2.0949, 1.0703, -0.4606], [3.1244, 0.4878, 0.1179], [-2.3653, -1.7327, 0.0004], [-0.4455, 1.8906, 0.5820], [-3.8647, 0.4711, 0.0939], [-2.4462, 1.4465, 0.1298], [-3.3553, -1.9917, 0.0603], [0.2096, 2.6576, 0.7076], [2.1293, 1.8115, -1.2527], [-0.2400, -2.2924, -0.2067], [0.9687, -1.6043, 0.8890], [1.3415, -1.7975, -0.8540], [4.1562, 0.7731, -0.1019], [3.0134, -0.2479, 0.9126]],
  "nbo_charge": [-0.4307, -0.4036, 0.5624, 0.6238, -0.8668, -0.2893, -0.4799, -0.7774, -0.7718, 0.3882, 0.4338, 0.3636, 0.4016, 0.1832, 0.2612, 0.1958, 0.2203, 0.1951, 0.1905]
}

Most stable: arrangement A. Least stable: arrangement B.

Arrangement A

{
  "formula": "C3H7O2P",
  "method": "wB97M-V/def2-TZVPD",
  "mol_weight_g_mol": 106.1,
  "orbital_gap_ev": 9.69,
  "e_lumo_ev": 0.67,
  "smiles": "OPC[C@H]1CO1",
  "total_charge": 0,
  "species": ["O", "P", "C", "C", "C", "O", "H", "H", "H", "H", "H", "H", "H"],
  "xyz": [[-1.7015, -2.4008, 0.6058], [-0.7692, -1.5567, -0.4360], [0.2220, -0.3733, 0.6682], [0.9934, 0.5370, -0.2025], [0.4804, 1.8002, -0.7834], [1.4062, 1.7936, 0.2543], [-1.2560, -2.9323, 1.1738], [-1.8412, -0.4658, -0.6175], [-0.5895, 0.1366, 1.2533], [0.8652, -0.8651, 1.3266], [1.7475, 0.2171, -0.9364], [0.9225, 2.0794, -1.6944], [-0.4798, 2.0301, -0.6118]],
  "nbo_charge": [-0.9784, 0.8625, -0.7446, 0.0352, -0.1001, -0.4796, 0.4825, -0.0745, 0.2372, 0.2264, 0.1883, 0.1730, 0.1722]
}

Arrangement B

{
  "formula": "C3H7O2P",
  "method": "wB97M-V/def2-TZVPD",
  "mol_weight_g_mol": 106.1,
  "orbital_gap_ev": [8.31, 8.31],
  "e_lumo_ev": [-0.80, -0.80],
  "total_charge": 0,
  "species": ["C", "C", "C", "O", "O", "P", "H", "H", "H", "H", "H", "H", "H"],
  "xyz": [[1.6072, -0.5734, -0.2334], [0.4446, -1.2458, -0.1169], [-0.8232, -0.9520, -0.9057], [2.7667, -0.9811, 0.3946], [4.2557, 1.3578, -0.2782], [4.3042, -0.0504, 0.2226], [1.9841, 0.0868, -1.0283], [0.4561, 1.9678, 2.7914], [0.5753, -2.1856, 0.4581], [-1.6921, -0.6242, -0.3039], [-1.1395, -1.7998, -1.5067], [-0.5531, -0.1710, -1.5683], [0.7483, 2.6912, 3.1132]],
  "nbo_charge": [0.1003, -0.2417, -0.6328, -0.8008, -0.9854, 1.5192, 0.1783, 0.0007, 0.2119, 0.2205, 0.2177, 0.2130, -0.0009]
}

Most stable: arrangement B. Least stable: arrangement A.

Arrangement A

{
  "formula": "C4H35NO15",
  "method": "wB97M-V/def2-TZVPD",
  "mol_weight_g_mol": 337.3,
  "orbital_gap_ev": 10.08,
  "e_lumo_ev": 0.07,
  "total_charge": 0,
  "species": ["O", "C", "C", "C", "C", "O", "N", "H", "H", "H", "H", "H", "H", "H", "H", "H", "H", "H", "O", "H", "H", "O", "H", "H", "O", "H", "H", "O", "H", "H", "O", "H", "H", "O", "H", "H", "O", "H", "H", "O", "H", "H", "O", "H", "H", "O", "H", "H", "O", "H", "H", "O", "H", "H", "O"],
  "xyz": [[1.6910, 0.6509, -2.4720], [0.6487, 0.0321, -2.4375], [0.3800, -0.8698, -1.2144], [-0.1523, -0.0422, 0.0016], [-1.0563, -0.8374, 0.9045], [-2.2594, -1.3773, 0.4091], [1.6562, -1.4744, -0.8130], [-0.0679, 0.0435, -3.2627], [-0.4385, -1.5620, -1.4850], [-0.5597, 0.9012, -0.4276], [0.6822, 0.2781, 0.6295], [-1.3679, -0.2252, 1.7665], [-0.3646, -1.5253, 1.3793], [-2.0660, -1.8414, -0.4450], [2.1965, -1.7660, -1.6814], [2.2278, -0.7660, -0.3831], [-4.0509, 2.1785, -0.9955], [-3.7632, 1.2256, 0.1060], [-3.8745, 1.2316, -0.9084], [0.0249, -3.9755, 3.0189], [-0.4440, -3.6396, 1.6743], [-0.1953, -4.4173, 2.1880], [0.4796, 2.8348, 1.4947], [-0.5362, 3.6011, 2.3875], [-0.4652, 2.9591, 1.6762], [-2.0939, 3.3168, -1.9945], [-1.0964, 3.4921, -0.8043], [-1.9811, 3.6933, -1.1159], [-3.6110, -0.2201, -2.0947], [-2.5542, -1.2332, -2.7979], [-2.9855, -0.3765, -2.8266], [-1.6896, -4.3253, -0.5153], [-0.5128, -3.1389, -0.3573], [-1.2904, -3.5081, -0.8182], [2.9183, 4.0367, 1.7657], [2.6833, 2.7261, 1.0039], [2.2207, 3.4551, 1.4464], [-2.2120, 2.4221, 1.4346], [-2.8671, 3.3292, 0.4053], [-3.0697, 2.6223, 1.0321], [4.3125, -1.8733, 1.4690], [4.2178, -0.6395, 0.6565], [4.7012, -0.9781, 1.4251], [0.9098, -0.1859, 2.8524], [2.2227, -0.9077, 2.5148], [1.2722, -1.0455, 2.6121], [-2.0553, 1.1817, -1.8295], [-2.1138, 1.3299, -3.3135], [-1.5666, 1.5821, -2.5646], [2.1210, -2.9411, 0.7492], [2.2238, -3.5076, 2.0477], [2.7707, -2.9279, 1.4863], [2.8891, 1.0426, -1.3618], [4.3869, 1.0961, -0.9913], [3.5243, 0.8655, -0.6260]],
  "nbo_charge": [-0.6011, 0.4831, -0.1825, -0.4255, -0.0911, -0.7291, -0.8616, 0.1598, 0.1926, 0.2191, 0.2197, 0.1889, 0.1668, 0.4803, 0.3706, 0.3908, 0.4814, 0.5264, -1.0072, 0.4746, 0.4617, -0.9341, 0.5086, 0.4857, -0.9917, 0.5066, 0.4866, -0.9868, 0.5226, 0.4750, -0.9988, 0.5100, 0.4929, -0.9825, 0.4914, 0.4973, -0.9756, 0.4960, 0.5004, -1.0067, 0.4930, 0.4690, -0.9747, 0.4680, 0.5022, -0.9629, 0.5112, 0.4977, -0.9979, 0.4964, 0.4823, -0.9781, 0.5103, 0.4837, -1.0146]
}

Arrangement B

{
  "formula": "C4H35NO15",
  "method": "wB97M-V/def2-TZVPD",
  "mol_weight_g_mol": 337.3,
  "orbital_gap_ev": 9.02,
  "e_lumo_ev": 0.04,
  "total_charge": 0,
  "species": ["O", "C", "O", "C", "C", "C", "N", "H", "H", "H", "H", "H", "H", "H", "H", "H", "H", "H", "O", "H", "H", "O", "H", "H", "O", "H", "H", "O", "H", "H", "O", "H", "H", "O", "H", "H", "O", "H", "H", "O", "H", "H", "O", "H", "H", "O", "H", "H", "O", "H", "H", "O", "H", "H", "O"],
  "xyz": [[0.2951, -1.0339, 0.1243], [0.9157, -0.8125, -0.9366], [2.2346, -0.6169, -0.8674], [0.1815, -0.9217, -2.2380], [-0.5898, -2.2600, -2.3901], [-2.1865, -2.4485, -1.9502], [-2.9621, -1.2707, -1.7056], [2.5839, -0.4974, 0.0984], [0.9658, -0.8115, -2.9435], [-0.6004, -0.1588, -2.2906], [-0.0391, -3.0992, -1.9553], [-0.7425, -2.5111, -3.4165], [-2.1631, -2.9501, -1.0123], [-2.6145, -3.1333, -2.8032], [-3.2156, -0.6896, -2.4133], [-2.7177, -0.8178, -0.7757], [2.5567, 0.2294, 1.6766], [3.8018, 0.9969, 2.2336], [3.5066, 0.1877, 1.8500], [-0.4311, 2.2801, 2.4154], [-1.2982, 1.3602, 3.3672], [-0.5319, 1.9323, 3.3381], [3.5620, 0.5876, -1.4571], [2.5300, 1.4834, -1.6402], [3.4750, 1.3551, -1.9509], [-2.4202, 1.4516, -2.2803], [-3.2712, 2.7236, -2.3371], [-2.3683, 2.4039, -2.5543], [2.3723, 0.8104, -5.2575], [2.7278, 1.6287, -3.9528], [2.1520, 0.9178, -4.3196], [1.1900, 3.2607, 2.0310], [1.6995, 4.3319, 1.2231], [2.0577, 3.6107, 1.7649], [0.4266, 2.5593, 0.0658], [-0.8563, 1.6901, 0.3101], [-0.2697, 2.4282, 0.7009], [0.8275, 0.6149, 4.7424], [-0.6845, 0.4106, 4.2459], [0.0369, 0.1015, 4.8831], [0.5239, 2.0589, -2.9375], [-0.6107, 2.3654, -1.9234], [0.2725, 1.9817, -1.9721], [-0.7538, -2.8415, 0.8496], [-0.9122, -3.9964, 1.8237], [-1.3338, -3.2426, 1.5467], [-3.2890, -0.2954, 3.7018], [-3.2407, -1.6048, 2.8718], [-3.3249, -0.6051, 2.8418], [-1.2701, -0.3326, 0.8789], [-2.4101, 0.2100, 1.4556], [-1.9421, 0.3016, 0.7091], [3.3121, -2.8981, 2.5211], [2.0522, -2.9145, 2.9945], [2.7902, -3.5101, 3.0157]],
  "nbo_charge": [-0.7224, 0.8530, -0.7043, -0.5290, -0.4234, -0.1919, -0.8818, 0.5213, 0.2533, 0.2533, 0.1999, 0.2086, 0.1958, 0.1848, 0.3503, 0.4057, 0.4700, 0.5004, -0.9582, 0.5044, 0.4403, -0.9655, 0.4704, 0.4697, -0.9416, 0.4796, 0.4897, -0.9573, 0.4769, 0.5000, -0.9750, 0.4724, 0.4655, -0.9382, 0.4996, 0.5192, -1.0181, 0.4793, 0.4571, -0.9488, 0.5040, 0.5052, -1.0144, 0.4898, 0.4693, -0.9593, 0.4744, 0.5092, -0.9670, 0.5001, 0.4883, -0.9659, 0.4598, 0.4605, -0.9192]
}

Arrangement C

{
  "formula": "C4H35NO15",
  "method": "wB97M-V/def2-TZVPD",
  "mol_weight_g_mol": 337.3,
  "orbital_gap_ev": 9.75,
  "e_lumo_ev": 0.12,
  "total_charge": 0,
  "species": ["O", "C", "C", "C", "C", "O", "N", "H", "H", "H", "H", "H", "H", "H", "H", "H", "H", "H", "O", "H", "H", "O", "H", "H", "O", "H", "H", "O", "H", "H", "O", "H", "H", "O", "H", "H", "O", "H", "H", "O", "H", "H", "O", "H", "H", "O", "H", "H", "O", "H", "H", "O", "H", "H", "O"],
  "xyz": [[-2.7301, -1.4890, 0.1866], [-2.1454, -1.8417, -0.7999], [-1.6723, -0.8719, -1.9033], [-1.0973, 0.3950, -1.3507], [-0.5756, 1.3025, -2.4425], [-0.0921, -0.0750, -0.4876], [-0.8041, -1.5720, -2.8612], [-2.0132, -2.9671, -0.9826], [-2.7282, -0.6981, -2.1757], [-1.8376, 0.9164, -0.6632], [-0.1568, 2.2545, -2.0513], [-1.4635, 1.6571, -3.0701], [0.1803, 0.8123, -3.0247], [0.7048, 0.5074, -0.4314], [0.1360, -1.4418, -2.4862], [-0.9014, -2.5667, -2.7483], [-1.3652, 0.5130, -4.9910], [-2.4494, -0.0599, -4.1633], [-2.2836, 0.7033, -4.7360], [1.1148, 1.0439, 2.8340], [2.7090, 1.0439, 2.9559], [1.8679, 0.7573, 3.3724], [1.8234, -1.3719, 0.0956], [1.0776, -2.4938, 0.8533], [1.9363, -2.3232, 0.3055], [0.4422, -2.0848, 2.7353], [-0.1389, -3.3519, 2.1709], [-0.0498, -2.4063, 1.9616], [0.9238, -4.4649, -1.2791], [0.9421, -2.9505, -0.7749], [0.4150, -3.6546, -1.2679], [3.0464, -0.1431, -1.1553], [2.5152, 1.2483, -0.4189], [2.5487, 0.2445, -0.4067], [3.9577, 0.7348, 1.0831], [4.9989, 0.5336, 2.1126], [4.1840, 1.0884, 1.9689], [2.5972, -1.9680, 2.5944], [1.8499, -0.9362, 3.5223], [2.0435, -1.8861, 3.3745], [-0.0670, 2.3048, 1.3314], [-0.9123, 3.2005, 0.4456], [0.0219, 3.0790, 0.7498], [-1.3835, 0.7940, 2.6989], [-0.7097, 0.0030, 1.6396], [-0.6055, 0.8478, 2.1255], [2.9161, 3.0043, 0.6987], [1.5140, 2.9230, -0.1349], [2.4871, 2.9125, -0.1454], [-4.5291, 0.0952, 1.5911], [-3.4232, -0.0106, 0.6386], [-4.0290, 0.6659, 1.0103], [-3.2718, 2.9936, 0.0170], [-2.9357, 2.1586, 1.1995], [-2.5823, 2.8907, 0.6794]],
  "nbo_charge": [-0.5980, 0.4906, -0.1875, 0.0883, -0.6722, -0.7941, -0.8416, 0.1485, 0.2082, 0.1921, 0.2200, 0.2669, 0.2097, 0.5040, 0.3688, 0.3885, 0.4729, 0.4709, -0.9331, 0.4952, 0.5059, -0.9980, 0.4970, 0.4983, -1.0139, 0.5093, 0.4848, -0.9628, 0.4738, 0.4945, -1.0273, 0.5003, 0.5166, -1.0362, 0.4958, 0.4866, -0.9675, 0.4871, 0.5073, -0.9973, 0.4922, 0.5130, -1.0179, 0.4921, 0.5211, -0.9783, 0.4955, 0.5209, -0.9888, 0.4770, 0.4971, -0.9942, 0.4828, 0.5077, -0.9727]
}

Most stable: arrangement C. Least stable: arrangement B.

Arrangement A

{
  "formula": "C3H10N2O3S",
  "method": "wB97M-V/def2-TZVPD",
  "mol_weight_g_mol": 154.2,
  "orbital_gap_ev": 9.70,
  "e_lumo_ev": 0.18,
  "smiles": "C[N+](C)(C)NS(=O)(=O)[O-]",
  "total_charge": 0,
  "species": ["C", "N", "C", "C", "N", "S", "O", "O", "O", "H", "H", "H", "H", "H", "H", "H", "H", "H", "H"],
  "xyz": [[-0.4453, 1.2897, -0.7424], [-0.4092, 0.0150, 0.0687], [-0.6351, -1.1103, -0.8436], [-1.4808, 0.0830, 1.0993], [0.8074, 0.0295, 0.9001], [2.3301, -0.1331, -0.0371], [1.9822, -0.8974, -1.2326], [2.5756, 1.2453, -0.2359], [3.0827, -0.8450, 0.9500], [0.1180, 2.0157, -0.2696], [-0.0375, 1.1891, -1.7237], [-1.3441, 1.8232, -0.7173], [-1.5020, -1.6634, -0.3243], [-0.8202, -0.8565, -1.8911], [0.2358, -1.7797, -0.5830], [-1.5630, -0.8528, 1.6110], [-1.2361, 0.8390, 1.8652], [-2.4893, 0.4213, 0.6665], [0.8308, -0.8127, 1.4400]],
  "nbo_charge": [-0.4225, -0.0957, -0.4363, -0.4099, -0.6934, 2.4991, -1.0048, -0.9783, -0.9711, 0.2553, 0.2454, 0.2180, 0.2006, 0.2470, 0.2839, 0.2203, 0.2458, 0.2256, 0.3710]
}

Arrangement B

{
  "formula": "C3H10N2O3S",
  "method": "wB97M-V/def2-TZVPD",
  "mol_weight_g_mol": 154.2,
  "orbital_gap_ev": 10.21,
  "e_lumo_ev": 0.68,
  "total_charge": 0,
  "species": ["C", "C", "C", "N", "N", "O", "O", "O", "S", "H", "H", "H", "H", "H", "H", "H", "H", "H", "H"],
  "xyz": [[-0.1859, 1.7366, 2.2443], [0.0641, 0.7791, 1.0559], [-0.4170, -0.5492, 1.4503], [-0.4236, 1.3168, -0.1587], [-0.7930, -1.4047, 0.5171], [1.0114, -1.3020, -4.0519], [-0.3038, -2.0577, -2.0585], [1.7728, -0.7410, -1.6536], [1.2274, -1.8834, -2.4336], [-0.4775, 1.1963, 3.1492], [-1.0908, 2.3951, 2.1808], [0.6351, 2.4963, 2.5144], [1.1920, 0.7612, 1.0350], [-0.5168, -0.8185, 2.5590], [0.1425, 1.0027, -1.0474], [-1.3492, 1.0789, -0.5123], [1.1228, -0.3418, -4.1428], [-0.9599, -2.3728, 0.8156], [-0.6506, -1.2920, -1.4628]],
  "nbo_charge": [-0.6155, -0.1627, 0.1663, -0.8404, -0.6882, -0.9201, -0.9177, -0.9597, 1.7372, 0.1998, 0.2215, 0.2221, 0.2430, 0.1733, 0.3820, 0.3711, 0.4908, 0.3622, 0.5349]
}

Most stable: arrangement B. Least stable: arrangement A.